Entry a
C24H29N3O4 | ωB97M-V/def2-TZVPD

Computed properties:
total charge: 0
2S+1: 1
HOMO energy: -8.74 eV
SMILES: CCCOc1cccc([C@@H]2/C(=C(/O)c3ccncc3)C(=O)C(=O)N2CCCN(C)C)c1
Kohn-Sham gap: 0.3022 Ha
lowest unoccupied orbital energy: -0.51 eV

Each line ends with the Löwdin charge.
Element x y z (Å)
C  0.689  5.227  2.757  -0.1032
H  0.088  6.119  2.912  0.0694
C  0.349  4.169  3.800  -0.2227
C  1.136  2.882  3.577  -0.2175
O  0.704  2.315  2.353  -0.0474
C  1.139  1.082  2.012  -0.2625
C  2.123  0.359  2.679  -0.0161
C  2.467  -0.907  2.233  -0.0646
C  1.821  -1.483  1.158  -0.0334
C  0.825  -0.772  0.496  -0.1854
C  0.515  0.511  0.901  0.0367
H  -0.242  1.089  0.393  0.1307
C  0.015  -1.439  -0.591  -0.1794
N  0.826  -1.960  -1.674  -0.0111
C  0.677  -3.281  -1.932  -0.3728
O  1.237  -3.902  -2.808  0.1031
C  -0.302  -3.805  -0.894  -0.2255
O  -0.676  -4.961  -0.736  0.1026
C  -0.668  -2.677  -0.073  -0.0383
C  -1.341  -2.852  1.098  -0.1937
O  -1.790  -4.042  1.467  0.1356
H  -1.535  -4.708  0.772  0.1089
C  -1.534  -1.758  2.073  -0.1409
C  -2.199  -0.582  1.743  -0.0067
C  -2.278  0.418  2.699  -0.1374
N  -1.745  0.319  3.903  0.0759
C  -1.129  -0.806  4.220  -0.1305
C  -1.004  -1.880  3.354  0.0164
H  -0.493  -2.781  3.651  0.1247
H  -0.716  -0.849  5.219  0.1089
H  -2.784  1.351  2.488  0.1118
H  -2.650  -0.457  0.771  0.1247
C  1.698  -1.106  -2.439  -0.1248
C  0.942  -0.016  -3.203  -0.1532
C  -0.069  -0.609  -4.186  -0.2167
N  -1.128  0.336  -4.503  -0.2872
C  -2.241  -0.324  -5.156  -0.1125
H  -3.035  0.403  -5.324  0.0810
H  -1.964  -0.770  -6.124  0.0882
H  -2.624  -1.112  -4.510  0.0813
C  -0.648  1.444  -5.304  -0.1078
H  -0.228  1.117  -6.268  0.0902
H  0.119  1.986  -4.755  0.0753
H  -1.476  2.124  -5.499  0.0829
H  0.453  -0.962  -5.092  0.1328
H  -0.542  -1.479  -3.722  0.1144
H  1.677  0.595  -3.727  0.1119
H  0.411  0.628  -2.500  0.1087
H  2.225  -1.760  -3.139  0.1309
H  2.424  -0.641  -1.762  0.1302
H  -0.713  -0.719  -0.993  0.1553
H  2.075  -2.481  0.834  0.1247
H  3.241  -1.454  2.749  0.1075
H  2.626  0.771  3.539  0.1051
H  0.944  2.178  4.397  0.1253
H  2.213  3.098  3.534  0.1306
H  0.574  4.541  4.801  0.1114
H  -0.713  3.929  3.752  0.1104
H  0.492  4.841  1.761  0.0704
H  1.739  5.503  2.820  0.0732

***

Entry b
C24H29N3O4 | ωB97M-V/def2-TZVPD

Computed properties:
total charge: 0
2S+1: 1
HOMO energy: -7.39 eV
SMILES: CCOCCCNC(=O)[C@H](NC(=O)Cc1c[nH]c2ccccc12)c1ccc(OC)cc1
Kohn-Sham gap: 0.2987 Ha
lowest unoccupied orbital energy: 0.73 eV

Each line ends with the Löwdin charge.
Element x y z (Å)
C  -3.765  -1.471  0.528  -0.0652
C  -3.476  -2.092  -0.946  -0.2805
O  -2.183  -2.514  -1.223  -0.1527
C  -1.901  -3.762  -0.455  -0.1845
C  -1.004  -3.563  0.592  -0.2423
C  0.264  -2.928  0.319  -0.2736
N  0.078  -1.723  -0.282  0.0301
C  0.622  -0.411  -0.114  -0.4333
O  1.252  -0.279  0.926  0.0504
C  0.329  0.734  -0.881  -0.1272
N  1.225  1.995  -0.589  0.1640
C  1.934  2.417  -1.703  -0.3681
O  1.738  2.103  -2.882  0.0451
C  3.346  3.057  -1.061  -0.0278
C  3.991  2.050  -0.246  -0.1799
C  4.416  2.345  1.244  0.1030
N  5.015  1.092  1.781  0.1158
C  4.761  0.130  0.983  -0.3133
C  5.197  -1.054  1.021  -0.1202
C  4.735  -1.982  0.184  -0.0830
C  4.120  -1.580  -1.202  0.0258
C  3.760  -0.148  -1.147  -0.0364
C  4.185  0.771  -0.228  -0.2196
H  3.354  0.151  -2.043  0.0732
H  3.923  -2.120  -2.127  0.0778
H  5.055  -3.061  0.169  0.0982
H  5.562  -1.697  1.996  0.1793
H  5.406  1.380  2.623  0.1305
H  4.443  3.294  1.724  0.0796
H  3.123  3.887  -0.558  0.0591
H  3.970  3.271  -2.018  0.1567
H  1.666  1.690  0.189  0.0520
C  -1.078  1.277  -0.516  -0.2519
C  -1.441  1.523  0.729  -0.0276
C  -2.730  2.002  1.085  -0.0506
C  -3.653  2.277  0.149  -0.2796
C  -3.358  1.670  -1.357  0.0689
C  -2.110  1.270  -1.236  -0.1904
H  -1.898  0.988  -2.495  0.1949
H  -4.282  1.810  -1.833  0.0941
O  -4.908  2.372  0.483  -0.1491
C  -5.499  2.961  1.845  0.0855
H  -6.515  3.096  1.567  0.0647
H  -5.272  1.961  2.383  0.1288
H  -4.902  3.840  1.834  0.0760
H  -2.744  2.318  2.080  0.0902
H  -0.569  1.530  1.554  0.1759
H  0.483  0.373  -1.896  0.1488
H  -0.472  -1.517  -1.313  0.2301
H  0.845  -2.575  1.167  0.1406
H  0.828  -3.523  -0.438  0.1443
H  -0.835  -4.250  1.273  0.0792
H  -1.313  -2.584  1.291  0.1880
H  -2.777  -4.343  0.037  0.1675
H  -1.305  -4.464  -1.001  0.1225
H  -4.342  -2.771  -0.895  0.0965
H  -3.783  -1.370  -1.772  0.1267
H  -3.098  -0.756  0.704  -0.0406
H  -4.736  -0.845  0.493  0.0962
H  -3.680  -2.251  1.507  0.1374

***

Tell me which of them is the most stable. Sure, it is entry a.